One molecule with the formula C5H5ClN2 in a non-equilibrium geometry. Source: OMol25; level of theory: wB97M-V/def2-TZVPD.

Summary:
HOMO energy: -0.32795 Ha
Kohn-Sham gap: 9.6 eV
DFT total energy: -20766.757 eV
LUMO level: 0.662 eV
max |F|: 4.3 eV Å⁻¹
energy relative to the best compared isomer or geometry (same formula, charge and spin): 127.3 kJ/mol
SMILES string: C=C(Cl)n1cccn1

The geometry in ORCA input format:
```
! RIJCOSX wB97M-V def2-TZVPD def2/J DEFGRID3
* xyz 0 1
C 1.510 1.784 -0.061
C 1.456 0.454 0.029
Cl 2.774 -0.633 0.008
N 0.224 -0.117 -0.003
C -0.192 -1.393 -0.144
C -1.577 -1.375 -0.044
C -1.913 -0.017 0.009
N -0.799 0.693 0.063
H 2.414 2.341 0.167
H 0.624 2.235 0.070
H 0.512 -2.261 -0.242
H -2.204 -2.173 0.074
H -2.831 0.462 0.074
*
```